{
  "formula": "C46H37FGeN7O6RbS",
  "method": "wB97M-V/def2-TZVPD",
  "elements": ["Rb", "C", "C", "C", "C", "C", "C", "N", "N", "C", "C", "C", "C", "C", "N", "H", "H", "H", "H", "H", "H", "H", "H", "H", "C", "C", "C", "C", "C", "C", "C", "F", "C", "C", "C", "O", "C", "C", "N", "C", "C", "O", "O", "H", "H", "H", "H", "H", "H", "H", "H", "H", "H", "H", "O", "S", "O", "O", "C", "N", "C", "C", "C", "N", "C", "C", "C", "N", "C", "C", "H", "H", "H", "H", "H", "H", "Ge", "C", "C", "C", "C", "C", "C", "C", "C", "C", "C", "C", "C", "H", "H", "H", "H", "H", "H", "H", "H", "H", "H", "H"],
  "xyz": [[-6.3556, -7.6123, 20.3102], [-6.5923, -15.1869, 20.0270], [-5.7434, -15.5583, 21.1040], [-5.3332, -14.6735, 22.0317], [-5.7172, -13.2949, 21.8654], [-6.7452, -12.9831, 20.9541], [-7.1031, -13.9054, 20.0033], [-4.8739, -12.3266, 22.3366], [-5.0256, -11.1459, 21.8690], [-3.9573, -10.3326, 22.1141], [-2.7317, -10.8299, 22.6090], [-1.5897, -10.0920, 22.4576], [-1.7212, -8.7447, 22.1397], [-2.9738, -8.2969, 21.7462], [-4.0483, -9.0537, 21.6725], [-6.7002, -15.8562, 19.1538], [-5.4580, -16.5888, 21.2430], [-4.5210, -14.9300, 22.7112], [-7.1484, -11.9670, 20.9100], [-7.8488, -13.6004, 19.2782], [-2.7758, -11.8030, 23.0991], [-0.6258, -10.5551, 22.6892], [-0.9072, -7.9948, 22.1069], [-3.1234, -7.2907, 21.4046], [-12.6579, -4.6728, 23.5314], [-11.4717, -4.4054, 24.4870], [-11.6960, -5.1018, 25.8219], [-10.5583, -4.7944, 26.7420], [-9.2728, -5.0823, 26.1153], [-8.2166, -5.5041, 26.9720], [-7.0208, -5.9266, 26.4228], [-6.0722, -6.3709, 27.3026], [-6.7747, -5.8116, 25.0745], [-7.7974, -5.2615, 24.2458], [-7.5162, -5.1559, 22.8145], [-6.4964, -5.6918, 22.3486], [-8.6910, -4.6403, 22.0560], [-9.9222, -4.4753, 22.5675], [-10.1835, -4.6604, 23.8963], [-9.0841, -5.0290, 24.7367], [-8.3433, -4.4037, 20.6564], [-8.8433, -4.8478, 19.6026], [-7.1764, -3.6914, 20.6236], [-13.4360, -5.1772, 24.0940], [-12.4019, -5.2237, 22.6613], [-13.1170, -3.6945, 23.2954], [-11.4581, -3.3164, 24.7585], [-11.8019, -6.1970, 25.7051], [-12.6301, -4.8711, 26.3285], [-10.7219, -5.2940, 27.7195], [-10.5810, -3.7039, 26.8938], [-8.3351, -5.4368, 28.0454], [-5.8317, -6.0109, 24.5842], [-10.7743, -4.1605, 21.9976], [-8.6139, -12.8730, 12.1690], [-9.6804, -11.8921, 11.9156], [-9.3479, -10.4540, 12.1586], [-10.5357, -12.1030, 10.7692], [-10.5979, -12.0296, 13.4633], [-11.8482, -12.3750, 13.6032], [-12.2618, -12.3743, 14.8947], [-11.5980, -11.7681, 15.9122], [-10.2422, -11.4573, 15.6277], [-9.7461, -11.6934, 14.4455], [-9.3182, -10.7761, 16.5611], [-7.9758, -10.6206, 16.2123], [-7.1446, -9.8542, 16.9844], [-7.5976, -9.0518, 18.0036], [-8.9216, -9.2092, 18.3356], [-9.7897, -10.0024, 17.6453], [-13.2657, -12.7804, 14.9968], [-12.0342, -11.6021, 16.8752], [-7.5642, -10.9397, 15.2435], [-6.1211, -9.6338, 16.7630], [-9.2628, -8.6075, 19.2128], [-10.8727, -10.0310, 17.8103], [-6.6184, -2.6225, 19.2440], [-6.2172, -3.7903, 17.6073], [-7.1607, -4.5488, 16.8597], [-6.8159, -5.0129, 15.6148], [-5.5041, -4.9498, 15.0943], [-4.5186, -4.4070, 15.9685], [-4.9116, -3.8070, 17.1729], [-8.2677, -1.7077, 18.7829], [-8.7455, -1.3951, 17.4937], [-9.7969, -0.5038, 17.2558], [-10.3541, 0.1823, 18.3338], [-9.9523, -0.2116, 19.6085], [-8.9450, -1.1323, 19.8644], [-5.4523, -1.7069, 19.6014], [-8.2193, -4.7452, 17.2189], [-7.6253, -5.4648, 14.9916], [-5.2456, -5.4085, 14.1300], [-3.4585, -4.4757, 15.7623], [-4.1801, -3.3688, 17.8466], [-8.2496, -1.8197, 16.6545], [-10.1216, -0.3843, 16.2649], [-11.1275, 0.8943, 18.1833], [-10.4438, 0.1460, 20.5062], [-8.6562, -1.3659, 20.8889]],
  "total_charge": 0,
  "molar_mass_g_mol": 992.99,
  "largest_force_ev_per_a": 3.979,
  "e_above_lowest_ev": 0.000,
  "e_homo_ev": -6.882
}


{
  "formula": "C20H21BCaN6",
  "method": "wB97M-V/def2-TZVPD",
  "elements": ["H", "N", "B", "N", "C", "Ca", "H", "C", "H", "C", "H", "C", "H", "H", "H", "N", "N", "N", "N", "C", "C", "H", "H", "C", "C", "C", "C", "H", "H", "H", "H", "H", "C", "C", "C", "C", "C", "C", "C", "C", "C", "C", "H", "H", "H", "H", "H", "H", "H"],
  "xyz": [[-1.7920, -1.9726, -2.1944], [-1.9822, -0.4070, -0.7950], [-2.8033, 1.4411, 0.7302], [-3.0251, 0.3323, -0.3365], [-4.1707, -0.0674, -0.9472], [0.0000, 0.0000, 0.0000], [-5.1187, 0.4128, -0.7069], [-3.8584, -1.1005, -1.8309], [-4.5409, -1.6480, -2.4792], [-2.4665, -1.2760, -1.6970], [-3.8530, 1.9772, 1.0004], [1.8641, 0.4228, 0.7844], [2.6526, -0.2195, 0.3610], [1.8363, 0.2803, 1.8798], [2.1130, 1.4790, 0.5761], [-1.7984, 2.4808, 0.1626], [-2.1884, 0.7911, 2.0000], [-0.5527, 2.0984, -0.2185], [-1.0088, 0.1229, 1.9298], [-1.9560, 3.8114, -0.0596], [-2.6631, 0.7478, 3.2719], [-2.8974, 4.3027, 0.1847], [-3.6061, 1.2317, 3.5243], [-0.7711, 4.3074, -0.6030], [-1.7589, 0.0269, 4.0519], [0.0803, 3.1874, -0.6845], [-0.7353, -0.3462, 3.1580], [-0.5554, 5.3327, -0.9003], [-1.8321, -0.1987, 5.1146], [1.1031, 3.1059, -1.0525], [0.1731, -0.9239, 3.3298], [0.7157, -0.1010, -1.3901], [0.8335, -6.1217, 1.7063], [-0.0533, -5.0918, 2.0400], [0.0525, -3.8320, 1.4342], [1.0570, -3.5942, 0.4878], [1.2189, -2.3276, -0.1173], [2.2744, -2.1884, -1.0582], [3.1323, -3.2274, -1.3826], [2.9827, -4.4591, -0.7783], [1.9591, -4.6550, 0.1546], [1.8324, -5.9046, 0.7630], [0.7529, -7.0924, 2.1779], [-0.8215, -5.2761, 2.7765], [-0.6370, -3.0460, 1.7099], [2.4511, -1.2573, -1.5733], [3.9234, -3.0681, -2.1087], [3.6706, -5.2552, -1.0411], [2.5188, -6.7118, 0.5168]],
  "total_charge": 0,
  "molar_mass_g_mol": 396.32,
  "largest_force_ev_per_a": 7.606,
  "e_above_lowest_ev": 5.315,
  "e_homo_ev": [-7.302, -7.392]
}


{
  "formula": "C2H5N4",
  "method": "wB97M-V/def2-TZVPD",
  "elements": ["H", "N", "C", "C", "N", "N", "N", "H", "H", "H", "H"],
  "xyz": [[-1.4939, 1.4698, -1.1701], [-0.5345, 1.6187, -0.8015], [0.1130, 0.8176, -0.0983], [-0.2132, -0.6809, -0.0045], [1.2107, 1.4331, 0.5060], [1.3110, 2.6735, 0.1908], [0.5816, 3.2773, -0.4717], [-0.3943, -1.1425, -1.0115], [-1.2029, -0.6888, 0.5473], [0.7096, -1.0528, 0.4721], [1.7818, 0.9471, 1.1547]],
  "total_charge": 1,
  "molar_mass_g_mol": 85.09,
  "largest_force_ev_per_a": 2.339,
  "e_above_lowest_ev": 2.330,
  "smiles": "[H]/N=C(\\C)N[N+]#N",
  "e_homo_ev": -16.467
}